# 1
68
Properties=species:S:1:pos:R:3:forces:R:3:mulliken_charge:R:1 method="wB97M-V/def2-TZVPD" total_charge=+1
C -4.8109 4.4224 -3.9914 0.7 -0.5 0.0 -0.984
N -3.7027 3.6769 -4.6006 -0.1 -0.7 0.0 0.181
C -3.1960 4.2548 -5.8514 0.0 -0.4 0.7 -0.979
C -2.8981 2.7868 -3.8167 -0.3 0.5 -0.2 -0.252
C -3.1050 1.3947 -3.8425 -0.3 0.7 -0.3 -0.291
C -2.3506 0.5518 -3.0717 0.5 -0.1 0.4 -0.879
C -1.3361 1.0524 -2.2295 -0.3 0.3 -0.3 1.012
C -0.5516 0.1690 -1.4397 0.3 0.3 0.1 -0.070
C 0.4896 0.5880 -0.6413 -0.1 0.1 -0.1 -0.556
C 1.2682 -0.2484 0.1271 0.1 0.2 0.1 0.128
C 2.3289 0.2130 0.9532 0.3 0.1 0.2 1.037
C 3.1061 -0.6998 1.6935 -0.4 0.0 -0.3 -0.859
C 4.1168 -0.2657 2.5079 0.5 0.5 0.3 -0.101
C 4.4131 1.1042 2.6357 0.5 0.2 0.5 -0.357
N 5.4588 1.5603 3.5038 -0.2 -0.5 -0.2 0.268
C 6.7977 1.8778 2.9948 -0.8 -0.2 0.0 -0.982
C 5.1763 2.0418 4.8610 -0.2 -0.3 -0.8 -0.987
C 3.6467 2.0164 1.8942 0.3 -0.1 0.3 -0.458
C 2.6390 1.5862 1.0778 -0.2 -0.2 -0.2 -0.862
C -1.1332 2.4506 -2.2119 0.2 -0.4 0.2 -0.986
C -1.8896 3.2886 -2.9799 -0.3 0.0 -0.3 -0.265
H -5.0191 4.0420 -2.9923 0.0 0.0 0.0 0.318
H -4.5594 5.4793 -3.9110 0.0 0.2 0.1 0.345
H -5.7085 4.3151 -4.5992 -0.1 0.0 0.0 0.327
H -2.2762 3.7563 -6.1545 0.0 0.0 0.0 0.321
H -3.9355 4.1325 -6.6419 0.0 0.0 -0.1 0.324
H -2.9859 5.3159 -5.7222 0.1 0.2 -0.1 0.341
H -3.8732 0.9984 -4.4833 -0.2 0.0 -0.1 0.491
H -2.5177 -0.5126 -3.1016 -0.1 -0.2 0.0 0.433
H -0.7740 -0.8836 -1.4764 -0.1 -0.4 0.0 0.452
H 0.7228 1.6358 -0.6364 0.0 0.1 0.0 0.148
H 1.0537 -1.3033 0.1077 0.0 -0.5 0.1 0.212
H 2.8888 -1.7518 1.6063 0.0 -0.2 0.0 0.445
H 4.7022 -0.9730 3.0686 0.1 -0.1 0.1 0.501
H 6.8802 1.5968 1.9461 0.0 0.0 0.0 0.308
H 6.9942 2.9456 3.0818 0.1 0.2 0.0 0.338
H 7.5505 1.3308 3.5610 0.1 0.0 0.0 0.323
H 4.1299 1.8751 5.1118 0.0 0.0 0.0 0.309
H 5.7947 1.5085 5.5818 0.0 0.0 0.1 0.327
H 5.3826 3.1086 4.9368 0.0 0.2 0.1 0.337
H 3.8652 3.0660 1.9841 0.0 0.2 0.0 0.473
H 2.0746 2.3192 0.5311 -0.1 0.2 -0.1 0.353
H -0.3758 2.8790 -1.5806 0.1 0.1 0.1 0.337
H -1.7246 4.3515 -2.9536 0.0 0.2 0.0 0.461
C 1.5357 -5.0609 -0.2614 0.3 -0.1 -0.1 -0.538
C 0.4977 -4.9099 -1.1570 0.0 -0.1 -0.3 -0.801
C -0.6412 -4.2263 -0.7852 -0.1 0.1 0.1 -0.165
C -0.7570 -3.6839 0.4858 -0.2 0.3 0.0 -0.149
C -2.0197 -2.9558 0.8634 -0.3 0.8 -0.1 0.227
C -3.0764 -3.8447 1.5635 0.2 0.1 0.2 -0.730
C -3.7678 -2.9227 2.5941 0.1 0.0 0.1 -0.516
C -3.0795 -1.5528 2.4495 0.1 0.5 -0.3 -0.671
N -1.7955 -1.7926 1.7640 0.0 -1.1 0.2 -0.301
C 0.2905 -3.8419 1.3793 0.0 0.1 0.2 -0.196
C 1.4314 -4.5265 1.0066 0.1 0.0 0.1 -0.628
H 2.4243 -5.5984 -0.5508 0.1 -0.1 0.0 0.431
H 0.5716 -5.3308 -2.1461 0.0 -0.1 -0.2 0.427
H -1.4572 -4.1184 -1.4808 -0.2 0.0 -0.2 0.477
H -2.4661 -2.5607 -0.0628 -0.1 -0.3 -0.1 0.248
H -3.7879 -4.2668 0.8420 0.3 0.1 0.1 0.383
H -2.5767 -4.6882 2.0528 -0.1 0.2 0.0 0.341
H -4.8489 -2.8552 2.4179 0.3 0.1 0.1 0.283
H -3.6342 -3.3082 3.6117 0.0 0.1 -0.3 0.271
H -3.6942 -0.8800 1.8414 -0.2 0.0 0.1 0.278
H -2.9112 -1.0606 3.4129 0.0 -0.1 -0.1 0.403
H -1.4348 -0.9891 1.2422 -0.4 -0.3 0.4 0.030
H 0.2024 -3.4284 2.3698 0.0 0.1 0.2 0.417
H 2.2377 -4.6512 1.7107 0.1 0.0 0.1 0.502

=====

# 2
90
Properties=species:S:1:pos:R:3:forces:R:3:mulliken_charge:R:1 method="wB97M-V/def2-TZVPD" total_charge=-2
Ca 0.7280 0.0740 0.0433 0.2 0.1 -0.1 1.654
O 1.0361 -2.5755 -3.2518 0.0 0.0 0.0 -0.725
C 0.8747 -1.6715 -2.4519 0.0 -0.1 -0.1 -0.767
N 1.8778 -1.1786 -1.6200 -0.4 -0.1 -0.1 0.141
C 3.1667 -1.2503 -1.9169 0.1 0.0 0.2 -0.467
O 3.7687 -1.4882 -2.9684 0.0 0.0 0.0 -0.793
C 4.0392 -0.8557 -0.7113 0.0 -0.1 0.0 0.257
C 5.3695 -0.5093 -0.9351 0.0 0.0 0.0 -0.445
C 6.1552 -0.1202 0.1353 0.0 0.0 0.0 -0.461
C 5.5961 -0.1048 1.4052 0.0 0.0 0.0 -0.972
C 4.2671 -0.4778 1.5389 0.0 0.0 0.0 -0.052
N 3.4986 -0.8386 0.5123 -0.1 0.2 -0.1 0.332
C -0.5330 -1.0340 -2.2042 0.1 -0.1 0.1 2.090
C -1.5178 -1.6084 -3.1950 -0.1 0.0 0.0 -1.284
C -2.7999 -1.8125 -2.8512 0.1 0.0 -0.1 -0.345
C -3.2172 -1.7081 -1.4742 0.0 0.0 0.1 -1.383
C -2.1905 -1.6322 -0.5504 -0.1 0.0 0.0 -0.113
N -0.9071 -1.4177 -0.7899 0.2 0.0 -0.1 -0.328
H 5.7314 -0.5607 -1.9529 0.0 0.0 0.0 0.521
H 7.1891 0.1703 -0.0165 0.0 0.0 0.0 0.381
H 6.1590 0.2031 2.2765 0.0 0.0 0.0 0.461
H 3.7907 -0.4559 2.5124 0.0 0.0 0.0 0.268
H -1.1768 -1.7868 -4.2071 0.0 0.0 0.0 0.384
H -3.5177 -2.1234 -3.6075 0.0 0.0 0.0 0.375
H -4.2222 -1.9576 -1.1563 0.0 0.0 0.0 0.351
H -2.4304 -1.7939 0.5094 0.0 0.0 0.0 0.340
N 2.3784 2.1244 -0.0429 0.1 0.0 0.0 -0.190
N 2.7401 2.5436 1.2559 -0.1 0.0 0.0 -0.265
C 2.3089 1.7302 2.3499 0.1 0.0 -0.1 -0.307
O 2.9272 1.8849 3.4104 0.0 0.1 0.0 -0.829
O 1.3265 0.9721 2.1105 0.1 -0.1 0.3 0.168
H 3.1591 1.7076 -0.5407 0.0 0.0 0.0 0.173
H 2.0135 2.8996 -0.5802 0.0 0.0 0.0 0.180
H 3.6941 2.8528 1.3695 0.0 0.0 0.0 0.303
C -2.3339 -3.8037 3.3717 0.0 0.0 0.0 -1.157
C -0.9151 -3.5662 3.8766 0.0 0.0 0.0 -0.754
As -0.0413 -2.0904 2.8877 0.1 0.2 0.0 0.385
C -1.1447 -0.5970 3.5557 -0.1 0.0 0.0 0.752
C -1.3654 -0.4916 5.0574 0.0 0.0 0.0 -1.450
C 1.5249 -1.8577 4.0572 0.0 0.0 0.0 -0.517
C 2.6139 -2.8685 3.7135 0.0 0.0 0.0 -1.240
H -2.8035 -4.6603 3.8631 0.0 0.0 0.0 0.385
H -2.3425 -3.9841 2.2950 0.0 0.0 0.0 0.305
H -2.9670 -2.9324 3.5554 0.0 0.0 0.0 0.232
H -0.2984 -4.4539 3.7182 0.0 0.0 0.0 0.453
H -0.9053 -3.3501 4.9482 0.0 0.0 0.0 0.392
H -2.0982 -0.6773 3.0274 0.0 0.0 0.0 0.252
H -0.6386 0.2940 3.1786 0.0 0.0 0.0 -0.509
H -1.8976 -1.3597 5.4548 0.0 0.0 0.0 0.303
H -1.9597 0.3930 5.3063 0.0 0.0 0.0 0.407
H -0.4178 -0.4054 5.5914 0.0 0.0 0.0 0.304
H 1.2301 -1.9393 5.1067 0.0 0.0 0.0 0.445
H 1.8652 -0.8337 3.8820 0.0 0.0 0.0 0.177
H 2.2683 -3.8965 3.8553 0.0 0.0 0.0 0.385
H 3.5025 -2.7323 4.3364 0.0 0.0 0.0 0.351
H 2.9172 -2.7698 2.6696 0.0 0.0 0.0 0.245
N -4.6535 2.9209 4.7120 0.0 0.0 0.0 -0.586
C -3.8870 2.7541 3.8715 0.0 0.0 0.1 -0.114
C -2.9244 2.5586 2.8194 0.0 0.0 0.0 0.790
C -1.6878 3.1975 2.8758 0.0 0.0 0.0 -0.601
C -0.7968 2.9705 1.8415 0.0 0.0 0.1 -0.816
N -1.0717 2.1833 0.8040 0.0 -0.2 0.1 0.089
C -2.2521 1.5701 0.7600 -0.1 0.1 -0.1 0.335
C -3.2185 1.7290 1.7465 0.0 0.0 0.0 -1.092
H -1.4232 3.8329 3.7091 0.0 0.0 0.0 0.476
H 0.1901 3.4190 1.8562 0.0 0.0 0.0 0.574
H -2.4302 0.9209 -0.0940 0.0 0.0 0.1 0.334
H -4.1622 1.2061 1.6791 0.0 0.0 0.0 0.528
C 0.0181 2.7583 -3.1024 0.0 0.0 0.0 -1.649
C -0.2074 1.2780 -3.4769 0.0 0.0 0.0 2.891
C 1.0609 0.8024 -4.1888 0.0 0.0 0.0 -2.661
C -0.4493 0.5110 -2.1609 0.0 0.0 0.0 0.919
C -1.4103 1.2487 -4.4326 0.0 0.0 0.0 -0.101
C -2.6482 1.7348 -3.9961 0.0 0.0 0.0 -0.086
C -3.7666 1.7260 -4.8098 0.0 0.0 0.0 -0.859
C -3.6894 1.2271 -6.1062 0.0 0.0 0.0 -0.459
C -2.4731 0.7464 -6.5616 0.0 0.0 0.0 -0.848
C -1.3517 0.7653 -5.7390 0.0 0.0 0.0 -0.110
H 0.9928 2.8498 -2.6155 0.0 0.0 0.0 0.141
H -0.7370 3.0983 -2.3900 0.0 0.0 0.0 0.212
H -0.0009 3.4154 -3.9819 0.0 0.0 0.0 0.464
H 1.8994 0.8411 -3.4922 0.0 0.0 0.0 0.145
H 1.2982 1.4378 -5.0512 0.0 0.0 0.0 0.662
H 0.9890 -0.2286 -4.5375 0.0 0.0 0.0 0.455
H -1.4553 0.8105 -1.8203 0.0 0.0 0.0 -1.424
H -2.7364 2.0926 -2.9775 0.0 0.0 0.0 0.173
H -4.7118 2.0941 -4.4255 0.0 0.0 0.0 0.355
H -4.5671 1.2041 -6.7425 0.0 0.0 0.0 0.355
H -2.3910 0.3407 -7.5646 0.0 0.0 0.0 0.363
H -0.4218 0.3656 -6.1207 0.0 0.0 0.0 0.347

=====

# 3
C6H10O | ωB97M-V/def2-TZVPD

Geometry as XYZ:
```
17
Properties=species:S:1:pos:R:3:forces:R:3:mulliken_charge:R:1
C 2.2112 1.2025 -0.2398 0.0 0.0 0.0 -1.205
C 0.8405 0.6938 0.0270 0.0 0.0 -0.1 0.324
O 0.3100 0.7040 1.2357 0.1 0.1 -0.1 -0.283
C -0.4981 -0.4610 0.9526 -0.2 0.0 0.3 -0.289
C -1.9350 0.0233 0.7069 -0.1 0.0 0.1 -0.566
C -1.5415 0.1959 -0.7588 -0.2 0.1 -0.1 -0.685
C -0.0343 -0.2500 -0.5904 0.2 -0.1 -0.2 0.151
H 2.2452 2.2907 -0.1131 0.0 -0.1 0.0 0.313
H 2.9423 0.7673 0.4511 -0.1 0.0 -0.1 0.299
H 2.5068 0.9644 -1.2647 -0.1 0.0 0.1 0.321
H 0.7482 -3.3305 0.5508 -0.2 0.4 0.2 0.229
H 0.4259 -2.6990 0.8337 0.3 -0.5 -0.2 -0.224
H -2.2020 0.9408 1.2358 0.1 -0.1 -0.1 0.277
H -2.6898 -0.7441 0.8913 0.1 0.1 0.0 0.269
H -2.0299 -0.5294 -1.4106 0.1 0.1 0.1 0.275
H -1.6499 1.1919 -1.1891 0.0 -0.1 0.0 0.290
H 0.3503 -0.9604 -1.3184 0.0 0.1 0.1 0.505
```
Positions in Å, forces in eV/Å.

=====

Listing frontier orbital gap for the structures above in their given order: 5.4; 4.2; 7.9 eV.
Listing relative energy (zero: lowest compared OMol25 entry of this formula, charge and spin) for the structures above in their given order: 0.972; 0.000; 5.054 eV.
Listing molar mass for the structures above in their given order: 426.63; 739.77; 98.14 u.